[1]
C3H8N2O | ωB97M-V/def2-TZVPD

Computed properties:
F_max, hartree/bohr: 0.007
Relative energy (zero: lowest compared OMol25 entry of this formula, charge and spin), eV: 0.3302
Electronic energy, eV: -8268.9959

Cartesian coordinates (Å):
C: -0.054 -0.187 0.179
H: 1.453 0.430 2.431
H: 2.448 0.258 0.978
N: -1.009 0.003 -0.799
H: -0.869 -1.505 -2.293
H: -1.625 -1.970 -0.761
C: 1.696 0.884 1.463
N: 0.559 0.999 0.571
H: -2.515 -0.935 -1.908
H: 2.122 1.879 1.614
C: -1.531 -1.162 -1.487
H: -0.076 1.763 0.753
O: 0.250 -1.278 0.630
H: -0.850 0.820 -1.371

***

[2]
C9H27N9O18 | ωB97M-V/def2-TZVPD

Computed properties:
F_max, hartree/bohr: 0.059
Relative energy (zero: lowest compared OMol25 entry of this formula, charge and spin), eV: 1.1671
Electronic energy, eV: -60010.7536

Cartesian coordinates (Å):
N: 33.618 13.473 -26.221
O: 29.314 6.471 -24.365
H: 36.625 7.285 -29.379
H: 37.690 9.657 -19.159
H: 32.473 5.777 -27.348
H: 35.502 7.052 -24.365
C: 31.511 8.399 -19.852
C: 34.290 12.170 -26.264
N: 30.144 6.635 -23.495
N: 32.501 7.667 -20.652
H: 30.596 7.847 -19.676
H: 30.959 8.208 -24.630
H: 32.043 8.647 -18.931
N: 31.185 8.820 -28.134
H: 34.102 11.610 -25.351
O: 30.969 9.953 -28.535
H: 37.268 8.500 -17.862
H: 36.061 9.449 -18.674
C: 36.986 8.894 -18.834
H: 32.340 7.925 -29.579
O: 34.210 14.448 -26.622
O: 32.409 3.372 -27.154
C: 31.341 7.769 -29.181
C: 31.121 7.752 -23.660
C: 35.350 8.077 -24.049
N: 35.011 8.388 -28.619
H: 33.900 11.577 -27.087
H: 32.128 7.348 -23.589
C: 40.336 6.397 -21.923
O: 32.505 6.468 -20.518
O: 40.569 8.582 -22.649
H: 31.310 6.834 -28.641
O: 33.700 8.999 -25.464
H: 41.179 6.172 -22.567
H: 31.242 9.380 -20.240
N: 34.866 8.988 -25.166
H: 34.424 8.116 -23.464
H: 36.354 8.823 -30.168
O: 31.200 8.519 -26.957
H: 33.423 5.968 -25.874
O: 37.325 6.717 -19.526
O: 34.401 9.420 -28.719
O: 32.520 13.501 -25.721
O: 33.285 8.325 -21.317
H: 36.142 8.556 -23.491
N: 32.600 4.049 -26.164
O: 38.581 7.748 -22.634
H: 39.570 5.635 -21.836
H: 36.939 8.855 -28.462
H: 30.566 7.900 -29.925
O: 35.774 9.527 -25.794
O: 33.073 3.629 -25.126
H: 30.909 8.379 -22.800
N: 39.778 7.692 -22.442
O: 34.580 7.392 -28.079
H: 40.674 6.551 -20.898
C: 32.529 5.531 -26.300
C: 36.348 8.318 -29.207
O: 30.118 6.106 -22.391
H: 31.633 5.809 -25.748
O: 36.296 8.050 -20.854
H: 35.366 12.310 -26.242
N: 36.839 7.794 -19.806

***

[3]
C41H51Br4N5O9 | ωB97M-V/def2-TZVPD

Computed properties:
F_max, hartree/bohr: 0.081
Electronic energy, eV: -349390.7871

Cartesian coordinates (Å):
H: 5.985 0.808 -2.752
C: -2.735 1.564 -4.037
O: 3.944 2.778 -3.926
H: -6.681 -0.983 -3.687
O: 1.805 -1.365 -0.872
C: 6.692 0.760 -0.725
C: -0.272 -2.040 0.101
H: -0.076 -3.048 -0.130
C: 0.384 4.541 3.064
Br: 6.627 -1.539 -2.281
H: -5.699 0.900 0.494
H: 1.214 4.509 3.787
C: -0.511 3.303 3.139
H: 3.757 -3.972 -1.074
Br: 6.016 2.584 -0.274
C: -5.959 -1.569 -3.120
C: -3.508 -2.957 3.039
C: 2.579 -5.702 -0.236
H: -1.664 2.436 4.748
H: -4.284 -2.216 3.167
N: -1.861 0.597 -4.125
C: -0.275 2.115 -5.163
H: 0.302 1.016 -1.387
O: 2.590 2.638 -2.114
C: -3.949 -3.007 -1.946
H: 2.635 -0.689 2.827
C: -1.182 3.143 -5.042
N: 2.089 -3.974 1.874
C: 2.786 -3.573 0.803
H: -0.240 5.349 3.356
H: 0.658 2.203 -5.734
C: 1.868 -6.137 0.872
H: -1.150 -5.617 1.724
C: 3.074 -4.405 -0.327
H: 7.729 0.824 -0.983
C: -3.799 -2.347 -3.134
H: -3.644 1.319 -3.527
H: -3.202 3.514 -4.369
C: -4.929 0.768 2.561
H: 3.406 1.098 5.178
H: -0.552 0.526 0.027
H: -0.499 -4.326 3.811
C: 3.995 4.081 -3.335
H: 4.807 -0.043 -1.592
C: 2.375 -0.395 -0.156
C: -1.372 3.429 4.377
C: 4.101 5.041 -4.432
H: 6.675 0.345 0.225
C: -3.074 -4.710 1.686
O: -1.530 3.425 2.049
H: -1.345 -1.885 0.122
H: 3.071 -2.516 0.760
H: -3.841 0.706 4.440
O: -2.545 4.138 3.934
H: -0.011 -0.004 -4.756
C: -3.632 0.329 0.616
H: -5.868 0.921 3.136
O: 1.485 0.523 0.217
O: 3.498 -0.369 0.232
C: -5.191 -2.844 -1.296
C: -1.805 -4.871 2.215
C: 0.375 -1.095 -0.909
C: 3.210 2.013 -3.118
N: -4.777 -1.600 -3.696
H: -0.101 2.380 2.911
C: 2.469 0.181 3.451
H: 2.940 -6.441 -0.992
C: 0.310 0.351 -0.552
H: 4.987 4.686 -4.983
H: -2.027 -2.585 4.613
N: -3.908 -3.751 2.041
C: -2.644 4.013 2.582
H: 2.734 4.606 -1.479
H: 0.786 4.634 2.019
H: -5.279 -3.188 -0.308
H: 4.280 6.046 -4.081
H: 2.229 0.981 2.741
H: -3.468 -5.442 0.881
H: -3.551 0.132 -0.463
C: -2.390 2.841 -4.420
H: -1.612 0.336 3.150
H: 3.213 5.078 -5.097
C: -0.653 0.878 -4.675
C: -6.221 -2.197 -1.929
C: -3.793 0.661 3.376
C: 2.702 4.065 -2.437
H: 4.456 0.723 3.767
H: 1.838 4.451 -2.985
Br: 0.836 0.060 4.411
H: -7.199 -2.093 -1.501
C: -1.460 -4.105 3.332
H: -3.135 -3.574 -1.483
O: -3.570 4.256 1.914
Br: 4.225 -1.196 5.355
H: -0.871 4.068 -5.303
C: 1.681 -5.184 1.872
H: 4.912 4.143 -2.760
H: 1.367 -7.071 0.999
O: 3.104 0.807 -3.290
H: -0.834 3.957 5.135
C: 3.603 0.425 4.393
H: 1.103 -5.417 2.750
C: 5.847 0.211 -1.850
C: -2.588 0.447 2.688
H: -2.785 -2.298 -3.588
N: -2.522 0.241 1.321
H: -0.072 -1.153 -1.903
C: -4.886 0.640 1.197
C: -2.336 -3.156 3.776
H: 0.216 -1.892 1.079

***

| no. | M (g mol⁻¹) |
| --- | --- |
| 1 | 88.11 |
| 2 | 549.36 |
| 3 | 1077.50 |